A cluster of 2 separate species, C23H25F2 in total at a distorted geometry, computed with ωB97M-V/def2-TZVPD.

Positions of all 50 atoms, in Å:
F: 4.93 -2.68 1.69
C: 3.98 -1.70 1.87
C: 4.33 -0.56 2.60
C: 3.34 0.41 2.79
C: 2.08 0.28 2.20
C: 1.77 -0.84 1.39
C: 0.52 -0.96 0.71
C: 0.19 -2.06 -0.08
C: -1.12 -2.39 -0.41
C: -1.52 -3.59 -1.08
C: -0.61 -4.66 -1.28
C: -1.02 -5.75 -2.03
F: -0.12 -6.76 -2.26
C: -2.30 -5.87 -2.57
C: -3.22 -4.84 -2.31
C: -2.85 -3.73 -1.57
C: 2.74 -1.88 1.29
H: 5.33 -0.45 3.00
H: 3.57 1.29 3.40
H: 1.31 1.04 2.38
H: -0.27 -0.22 0.90
H: 0.98 -2.71 -0.45
H: -1.91 -1.68 -0.13
H: 0.39 -4.62 -0.85
H: -2.56 -6.75 -3.16
H: -4.23 -4.92 -2.71
H: -3.56 -2.93 -1.37
H: 2.52 -2.80 0.76
C: 0.42 4.64 2.51
C: -0.31 3.51 1.79
C: 0.18 3.36 0.36
C: -0.54 2.30 -0.47
H: -0.24 1.29 -0.09
C: -0.14 2.46 -1.96
C: -1.30 3.22 -2.64
C: -2.43 3.12 -1.65
C: -2.04 2.55 -0.49
H: 0.11 4.68 3.55
H: 1.50 4.50 2.46
H: 0.18 5.60 2.04
H: -0.18 2.55 2.33
H: -1.39 3.71 1.78
H: 0.09 4.33 -0.15
H: 1.26 3.13 0.37
H: 0.82 2.97 -2.09
H: -0.05 1.47 -2.40
H: -0.99 4.27 -2.80
H: -1.54 2.82 -3.64
H: -3.43 3.49 -1.92
H: -2.66 2.38 0.39

The energy relative to the best compared isomer or geometry (same formula, charge and spin) is 0.605 eV. Its gap between HOMO and LUMO is 5.39 eV. The calculation puts the total energy at -29683.3126 eV. As for the charge: +1. For the strongest force on any atom, the calculation gives 0.0289 hartree/bohr.

Here are the Mulliken charges for atoms 1 to 5, given in e:
1 F -0.295
2 C 0.255
3 C -0.555
4 C -0.592
5 C -0.278